C70H179N13O22 | wB97M-V/def2-TZVPD

Values from the calculation:
LUMO energy, eV: 0.26
DFT total energy, eV: -139890.086
Relative energy (zero: lowest compared OMol25 entry of this formula, charge and spin), kJ/mol: 446.8

Each line ends with the Mulliken charge.
Element x y z (Å)
C -4.3410 2.4243 3.1363  -1.9132
C -3.8892 1.1149 2.5569  2.4221
C -5.0105 0.1217 2.1431  -0.3707
O -5.7995 -0.2775 3.2451  -0.2722
C -7.0190 0.4203 3.4835  -0.9285
N -3.0592 1.4228 1.3769  1.5371
H -5.1425 2.2669 3.8621  0.5584
H -4.5661 3.1235 2.3312  0.2200
H -3.5429 2.8623 3.7401  0.2746
H -3.1566 0.5888 3.1801  -0.9993
H -4.5110 -0.7803 1.7802  -0.6056
H -5.6271 0.5334 1.3347  0.6405
H -7.7821 -0.3119 3.2046  0.3401
H -7.0268 1.3639 2.9377  0.4058
H -7.1308 0.6219 4.5505  0.2136
H -2.5255 0.5801 1.1930  -1.2240
H -3.7089 1.5917 0.6112  -0.3458
C 4.5449 1.9706 -5.9484  -1.5700
C 3.3916 1.2488 -5.2301  1.8086
C 2.0127 1.3680 -5.9329  -1.0209
O 1.0675 0.8225 -5.0241  -0.0484
C -0.0931 0.2343 -5.6085  -0.6032
N 3.7630 -0.1731 -5.1658  -0.7266
H 4.7877 1.4884 -6.8956  0.4046
H 5.4590 1.8675 -5.3673  0.3679
H 4.2028 3.0010 -6.0530  0.3249
H 3.2764 1.5933 -4.2025  -0.6647
H 2.0399 0.9379 -6.9337  0.5059
H 1.8190 2.4474 -5.9596  0.0796
H -0.9207 0.2952 -4.9072  -0.2084
H 0.1327 -0.8024 -5.8645  0.3456
H -0.3802 0.7998 -6.4983  0.4354
H 3.7449 -0.6342 -6.0698  0.2969
H 3.0628 -0.6901 -4.6403  0.2260
C 1.3296 1.6793 -1.6923  -0.1009
C -0.0301 0.9794 -1.5843  1.9006
C -0.1740 -0.0481 -0.4985  0.0720
O -1.4645 -0.6267 -0.4783  1.9536
C -1.5253 -1.5846 0.5285  -0.5461
N -0.9620 2.0933 -1.3863  1.4715
H 2.2362 1.0693 -1.6220  1.0309
H 1.3813 2.5665 -1.0621  -1.1077
H 1.4107 2.0066 -2.7325  -0.8060
H -0.1765 0.4275 -2.5187  -0.8375
H 0.1558 0.4142 0.4455  -0.3980
H 0.5276 -0.8672 -0.7222  -0.6475
H -2.4720 -2.1080 0.3596  0.0027
H -1.6213 -1.1386 1.5254  -0.5353
H -0.7146 -2.3185 0.4670  0.3907
H -0.8193 2.3579 -0.4121  -0.7723
H -1.9264 1.7727 -1.3872  -0.7475
C 10.1910 3.2651 -1.7659  -1.6260
C 8.8299 3.7304 -1.3149  0.6524
C 7.7600 2.6299 -1.4189  -0.8479
O 6.4529 3.1833 -1.4599  -0.0970
C 5.4948 2.3671 -2.1018  -0.3223
N 8.9265 4.2480 0.0680  -0.5558
H 10.1274 2.9221 -2.8046  0.4246
H 10.6755 2.4694 -1.1984  0.3462
H 10.8744 4.1129 -1.8408  0.4091
H 8.5599 4.6290 -1.8770  0.1493
H 7.8710 1.9382 -0.5776  0.1763
H 7.8415 2.0856 -2.3698  0.5425
H 4.5065 2.8167 -2.1431  -0.1821
H 5.4678 1.3264 -1.7652  0.4345
H 5.8754 2.3031 -3.1332  0.1646
H 8.0091 4.1034 0.4926  0.2480
H 9.6091 3.6886 0.5686  0.3112
C -2.6205 -1.9305 4.2426  0.6278
O -2.3283 -3.1498 4.9072  -0.3679
C -3.1903 -3.3326 6.0341  0.0482
C -2.4998 -4.2760 6.9746  -0.8565
N -1.5068 -3.5146 7.7160  0.0609
C -0.8225 -4.2058 8.8197  -0.9662
C -0.1592 -5.5692 8.4975  -0.4494
O 1.2310 -5.5658 8.7794  -0.3628
C 2.0236 -5.2335 7.6525  -0.6663
H -1.7122 -1.6351 3.7140  0.0659
H -2.8681 -1.0448 4.8341  -0.7336
H -3.4279 -2.0403 3.5137  0.2275
H -4.1631 -3.7025 5.6876  0.3902
H -3.3987 -2.4075 6.5762  -0.2997
H -2.0442 -5.1760 6.5422  0.2743
H -3.1931 -4.7030 7.7098  0.4930
H -0.8424 -3.0672 7.0986  0.1693
H -1.5480 -4.3644 9.6261  0.3936
H -0.2285 -3.4434 9.3274  0.4908
H -0.4535 -6.0118 7.5462  0.3949
H -0.5542 -6.2281 9.2751  0.2599
H 1.7654 -4.2140 7.3494  0.2550
H 1.9079 -5.9491 6.8341  0.2761
H 3.0684 -5.2547 7.9590  0.2509
C -4.2986 3.1014 -0.9429  -0.8195
O -4.1393 1.7224 -1.4100  -0.0952
C -4.1873 1.6300 -2.8229  -1.7374
C -3.4445 0.3625 -3.2161  0.5219
N -4.1568 -0.8381 -2.8502  -0.0790
C -3.3248 -2.0417 -2.8312  1.0518
C -2.5003 -2.2433 -4.0962  0.7259
O -3.2339 -2.4758 -5.2950  -0.5143
C -3.9011 -3.7212 -5.2659  -0.1324
H -5.3266 3.0454 -0.5632  0.3087
H -4.3770 3.7859 -1.7842  0.4718
H -3.6444 3.3154 -0.1062  -0.0452
H -3.5149 2.3628 -3.2831  0.4873
H -5.1779 1.5832 -3.2818  0.2708
H -2.4316 0.3922 -2.7914  -0.1849
H -3.2450 0.4413 -4.2928  0.6786
H -4.6579 -0.6228 -1.9995  0.2026
H -3.9929 -2.8877 -2.6512  0.1128
H -2.6844 -2.0550 -1.9438  -1.5410
H -1.7219 -2.9592 -3.8220  0.5002
H -2.0374 -1.2965 -4.3611  -0.8123
H -3.2198 -4.5303 -4.9574  -0.2305
H -4.1098 -4.0237 -6.2913  0.4379
H -4.6999 -3.7691 -4.5245  0.1701
C -1.9355 -7.6201 1.1948  -0.9628
O -2.2516 -6.4065 0.5316  0.1851
C -2.1430 -5.3088 1.4674  -0.6534
C -3.5477 -4.8269 1.7365  -0.7082
N -4.1029 -4.0615 0.6303  0.9800
C -5.5566 -3.9276 0.6053  -1.1724
C -6.0546 -3.2715 -0.6738  1.0986
O -7.4114 -2.9832 -0.5134  -0.4702
C -8.0469 -2.2234 -1.5075  -0.6233
H -0.8956 -7.5990 1.5543  0.3380
H -1.9894 -8.4019 0.4407  0.2356
H -2.5014 -7.7002 2.1284  0.3100
H -1.4706 -4.5433 1.0773  -0.2500
H -1.6614 -5.6537 2.3839  0.6245
H -3.4668 -4.0522 2.5115  0.1552
H -4.2054 -5.6286 2.0975  0.4312
H -3.8979 -4.6596 -0.1755  -0.4001
H -5.9047 -3.4150 1.5042  0.3919
H -5.9025 -4.9716 0.5926  0.4133
H -5.9854 -4.0246 -1.4740  0.3784
H -5.5207 -2.3633 -0.9794  -0.9585
H -7.5048 -1.2631 -1.5495  0.1453
H -9.0882 -2.1132 -1.2320  0.2903
H -7.8500 -2.5899 -2.5235  0.3047
C -1.6542 6.9637 -10.4715  -0.6756
O -0.8887 5.9410 -9.8667  -0.3777
C -0.0594 6.3619 -8.7538  -0.7282
C -0.8320 6.1742 -7.4844  0.2089
N -0.6677 7.2599 -6.5045  -0.5317
C -1.7645 7.2394 -5.4787  -1.0372
C -1.8359 5.9218 -4.7053  -0.1452
O -0.5471 5.5344 -4.3177  -0.3007
C -0.5049 4.7376 -3.1472  0.1989
H -2.2854 6.4706 -11.2065  0.2550
H -1.0639 7.7741 -10.9027  0.2726
H -2.3266 7.3818 -9.7125  0.2885
H 0.1054 7.4255 -8.9696  0.3470
H 0.9401 5.9442 -8.8640  0.3255
H -0.4947 5.2433 -7.0074  -0.0766
H -1.9045 6.1106 -7.6837  0.2953
H 0.0252 6.8375 -5.8823  0.3355
H -2.7549 7.3452 -5.9345  0.3630
H -1.5753 8.1593 -4.9262  0.4008
H -2.2009 5.1365 -5.3852  0.3021
H -2.5938 5.9763 -3.9160  0.4079
H -1.3538 4.0452 -3.1376  -0.1697
H -0.6486 5.2201 -2.1740  0.3263
H 0.3920 4.1271 -3.1498  -0.3515
C 3.0700 5.7397 -2.2385  -0.5336
O 2.5895 6.7228 -1.3502  -0.3701
C 3.4153 7.8768 -1.2597  -0.2395
C 2.7436 8.8700 -0.3239  -1.1618
N 2.7672 8.4945 1.0832  -0.2534
C 3.9558 8.9460 1.7792  -0.4036
C 3.9108 8.4212 3.2384  -0.3939
O 5.0799 8.6843 3.9800  -0.3697
C 5.0681 8.0542 5.2328  -0.7375
H 2.3841 4.8890 -2.2400  -0.3000
H 4.0768 5.3710 -2.0261  0.3819
H 2.9720 6.1043 -3.2681  0.5099
H 3.4899 8.2799 -2.2792  0.4768
H 4.4504 7.6367 -0.9910  0.1708
H 1.6948 9.0344 -0.5848  0.4034
H 3.1694 9.8712 -0.4255  0.4541
H 2.7765 7.4837 1.2073  0.0680
H 3.9898 10.0352 1.7529  0.4999
H 4.9016 8.5205 1.4042  0.1541
H 3.6440 7.3621 3.2362  0.0903
H 3.0661 8.9995 3.6344  0.3996
H 4.6679 7.0359 5.2806  0.2750
H 4.5356 8.6156 6.0074  0.3111
H 6.1058 7.9706 5.5595  0.2700
C 0.5522 1.6464 3.6829  -0.1720
O -0.1541 2.3678 4.6807  -0.3725
C -0.6496 1.5192 5.6793  0.3322
C -1.2009 2.2771 6.8943  -0.8665
N -1.7465 1.2810 7.8211  -0.3133
C -3.0566 0.7362 7.4219  1.2315
C -3.4901 -0.2698 8.4499  -0.8377
O -3.7565 0.3312 9.7182  -0.4396
C -4.3339 -0.5997 10.6074  -0.7704
H -0.1900 1.2362 2.9917  0.1465
H 1.0414 0.7905 4.1639  0.4856
H 1.3203 2.2396 3.2042  -0.3022
H 0.1463 0.8726 6.0596  0.3287
H -1.4691 0.9206 5.2603  -0.3808
H -1.9538 3.0594 6.7533  0.3079
H -0.3440 2.7998 7.3245  0.3603
H -1.8592 1.5889 8.7780  0.3024
H -2.9312 0.3218 6.4221  -0.8782
H -3.8550 1.4858 7.3193  0.1754
H -2.7400 -1.0576 8.5803  0.1989
H -4.4313 -0.7527 8.1609  0.5461
H -3.5123 -1.1367 11.1092  0.2982
H -4.8582 -1.4381 10.1436  0.3053
H -4.8491 -0.1272 11.4387  0.2895
C 7.3431 3.7405 3.0149  -0.9369
O 6.7425 4.4467 1.9806  -0.4407
C 5.4219 4.8985 2.2233  -0.8159
C 4.7054 4.8737 0.9118  -0.4262
N 3.3399 5.3470 0.9787  1.6625
C 2.3824 4.3510 1.4265  -1.0879
C 0.9663 4.9716 1.2686  -0.3715
O 0.0555 4.1694 1.9853  0.1017
C -1.2857 4.2691 1.6238  -0.0709
H 6.9390 2.7237 3.1293  0.3569
H 7.2173 4.2532 3.9771  0.3763
H 8.4154 3.6045 2.8693  0.2340
H 5.4626 5.9646 2.4934  0.1574
H 4.9565 4.3316 3.0328  0.5038
H 4.7397 3.7940 0.6787  -0.0843
H 5.2396 5.4102 0.1289  0.3848
H 2.9713 5.6755 0.0769  -0.5115
H 2.4112 3.9950 2.4574  0.5559
H 2.3578 3.4726 0.7662  0.0251
H 0.7119 4.8955 0.2038  -0.0698
H 0.9750 6.0096 1.6101  0.5118
H -1.6368 5.3068 1.5532  0.5266
H -1.8963 3.7992 2.3913  -0.2712
H -1.5207 3.7597 0.6854  -0.0634
C -6.0107 -9.6424 -6.2124  -0.6625
O -5.9449 -9.7869 -4.7733  -0.3533
C -4.5960 -9.9217 -4.3683  -0.6351
C -4.0508 -8.5792 -3.8705  -0.2886
N -2.7909 -8.7602 -3.1362  -0.3481
C -2.3220 -7.5723 -2.4313  -0.3943
C -1.9010 -6.4550 -3.3806  -0.3928
O -1.9800 -5.1780 -2.7320  0.1717
C -0.9276 -4.7231 -1.9117  -0.4116
H -5.4937 -8.7585 -6.5854  0.2588
H -7.0540 -9.6824 -6.5098  0.2569
H -5.5071 -10.5074 -6.6503  0.3103
H -3.9016 -10.4578 -5.0193  0.3994
H -4.7212 -10.5923 -3.5055  0.3253
H -4.8458 -8.1053 -3.2857  0.2236
H -3.8331 -7.9722 -4.7518  0.2207
H -3.0470 -9.4074 -2.3945  0.3468
H -1.4753 -7.6841 -1.7530  0.2302
H -3.1679 -7.2080 -1.8350  0.3643
H -2.6520 -6.2167 -4.1400  -0.3872
H -0.9697 -6.6045 -3.9358  0.2436
H -1.2871 -3.9215 -1.2652  -0.4372
H -0.1480 -4.3838 -2.6055  0.4396
H -0.4387 -5.4206 -1.2235  0.3940
C 8.2211 -8.7198 -1.0293  -0.7974
O 7.1759 -7.8318 -0.6266  -0.2930
C 6.6938 -8.2096 0.6321  -0.5547
C 5.5822 -7.2006 1.0037  -0.6054
N 4.5346 -7.2655 -0.0033  -0.2801
C 3.3925 -6.3709 0.1196  -0.7409
C 3.7900 -4.9593 -0.2119  -0.3801
O 2.5661 -4.2701 -0.5729  -0.0309
C 2.8072 -3.0348 -1.2114  -0.5571
H 9.0382 -8.8069 -0.3151  0.2968
H 8.4751 -8.4862 -2.0604  0.2544
H 7.7840 -9.7229 -1.1229  0.3349
H 7.4228 -8.0498 1.4315  0.3826
H 6.0959 -9.1273 0.6235  0.3461
H 6.0508 -6.2034 1.0320  0.3341
H 5.1503 -7.3812 1.9903  0.3837
H 4.9906 -7.2322 -0.9056  0.2329
H 3.0436 -6.4434 1.1537  0.2880
H 2.6118 -6.8022 -0.5066  0.2820
H 4.4209 -4.9372 -1.1054  0.2922
H 4.2241 -4.4039 0.6215  0.3025
H 1.8146 -2.6395 -1.4383  -0.3777
H 3.3074 -3.1695 -2.1759  0.4543
H 3.3359 -2.2821 -0.6202  0.4366